ORCA calculation (the ωB97M-V functional and the def2-TZVPD basis) on a molecular structure, C36H46BaN2P2 in a non-equilibrium geometry.

The geometry in XYZ format:
```
87
C36H46BaN2P2 the ωB97M-V functional and the def2-TZVPD basis
Ba 0.512 0.968 0.213
C -2.635 4.808 1.717
C -2.682 3.293 1.894
C -3.783 2.878 2.868
P -0.962 2.605 2.210
C -0.344 3.543 3.725
C -1.234 3.653 4.964
C 1.039 3.005 4.092
C -1.355 0.909 2.709
C -1.156 0.315 3.944
C -1.481 -1.015 4.147
C -1.977 -1.770 3.093
C -2.149 -1.207 1.846
C -1.843 0.145 1.620
N -1.861 0.740 0.394
C -2.871 0.582 -0.486
C -4.165 0.159 -0.100
C -5.214 0.122 -0.981
C -5.039 0.495 -2.309
C -3.792 0.920 -2.718
C -2.706 0.968 -1.847
P -1.058 1.481 -2.400
C -0.723 0.470 -3.959
C -0.683 -0.995 -3.530
C -1.625 0.616 -5.186
C -1.225 3.239 -3.090
C -2.600 3.855 -2.851
C -0.134 4.102 -2.452
H -3.584 5.163 1.313
H -1.839 5.097 1.028
H -2.470 5.311 2.668
H -2.919 2.852 0.917
H -3.746 3.461 3.786
H -3.711 1.822 3.124
H -4.754 3.045 2.399
H -0.202 4.559 3.325
H -1.665 2.699 5.251
H -2.045 4.360 4.809
H -0.636 4.018 5.800
H 0.981 2.005 4.513
H 1.512 3.649 4.833
H 1.687 2.968 3.213
H -0.751 0.877 4.771
H -1.351 -1.452 5.125
H -2.231 -2.809 3.250
H -2.524 -1.803 1.020
H -4.325 -0.109 0.935
H -6.189 -0.196 -0.637
H -5.868 0.458 -3.004
H -3.661 1.222 -3.745
H 0.291 0.791 -4.240
H -1.663 -1.290 -3.156
H 0.059 -1.149 -2.743
H -0.436 -1.636 -4.374
H -2.541 0.045 -5.063
H -1.112 0.215 -6.059
H -1.881 1.652 -5.401
H -1.030 3.192 -4.167
H -2.887 3.761 -1.804
H -3.366 3.373 -3.453
H -2.590 4.913 -3.110
H -0.323 4.223 -1.384
H -0.114 5.091 -2.909
H 0.848 3.641 -2.581
N 1.357 -1.641 1.481
C 2.458 -1.134 2.189
C 2.430 -1.065 3.577
C 3.503 -0.548 4.281
C 4.615 -0.079 3.602
C 4.645 -0.141 2.220
C 3.583 -0.668 1.497
C 3.704 -0.755 0.024
C 4.765 -1.524 -0.454
C 5.007 -1.628 -1.809
C 4.194 -0.925 -2.680
C 3.134 -0.175 -2.190
C 2.826 -0.061 -0.827
H 0.748 -2.195 2.075
H 1.646 -2.151 0.652
H 1.555 -1.423 4.105
H 3.477 -0.527 5.361
H 5.453 0.332 4.145
H 5.504 0.218 1.673
H 5.400 -2.041 0.255
H 5.822 -2.236 -2.176
H 4.383 -0.972 -3.743
H 2.508 0.349 -2.904
```

As for the HOMO energy: -6.8 eV. The relative energy (zero: lowest compared OMol25 entry of this formula, charge and spin) comes out at 0.281 eV. The value obtained for the maximum force is 3.127 eV/A. As for the HOMO-LUMO gap: 7.1 eV.

These are the Mulliken partial charges, in e, on atoms 1 to 8: number 1, Ba, carries 1.81; number 2, C, carries -1.59; number 3, C, carries 1.17; number 4, C, carries -1.59; number 5, P, carries 1.13; number 6, C, carries 0.37; number 7, C, carries -1.55; number 8, C, carries -1.53

=====

ORCA calculation (the ωB97M-V functional and the def2-TZVPD basis) on a molecular structure, C31H37N5Zn in a non-equilibrium geometry.

The geometry in XYZ format:
```
74
C31H37N5Zn the ωB97M-V functional and the def2-TZVPD basis
Zn -0.623 -0.013 0.556
N 0.814 -2.840 3.824
N 0.222 -2.507 -0.902
C 1.251 1.843 0.380
C 2.423 1.162 0.790
C 2.298 0.850 2.182
C 3.174 -0.038 2.975
H 4.070 -0.316 2.408
H 2.643 -0.958 3.274
H 3.497 0.488 3.886
C 1.084 1.376 2.661
C 0.601 1.223 4.052
H 1.240 1.789 4.758
H 0.626 0.161 4.366
H -0.428 1.590 4.161
C 0.344 1.902 1.526
C -0.766 2.884 1.690
H -1.453 2.566 2.486
H -1.338 3.014 0.761
H -0.344 3.863 1.978
C 3.610 0.849 -0.039
H 4.357 1.655 0.051
H 3.359 0.738 -1.106
H 4.088 -0.082 0.303
C 1.080 2.563 -0.910
H 0.030 2.831 -1.089
H 1.423 1.947 -1.755
H 1.674 3.495 -0.922
C 0.182 -3.803 4.520
H 0.637 -4.034 5.485
C -1.003 -4.472 4.143
H -1.498 -5.136 4.848
C -1.497 -4.316 2.831
H -2.348 -4.873 2.446
C -0.881 -3.417 1.987
H -0.970 -3.308 0.885
C 0.229 -2.625 2.554
C 0.522 -1.390 1.946
H 1.660 -1.650 1.313
C -0.198 -1.297 -1.194
C 0.686 -3.147 -1.971
H 1.253 -4.003 -1.722
C 0.464 -2.403 -3.110
H 0.651 -2.739 -4.118
N -0.200 -1.193 -2.684
C -0.238 -0.027 -3.511
C 0.872 0.341 -4.333
C 0.701 1.504 -5.075
H 1.446 1.795 -5.812
C -0.424 2.314 -4.897
C -0.610 3.521 -5.761
H -1.151 4.311 -5.224
H -1.196 3.251 -6.653
H 0.365 3.898 -6.092
C -1.427 1.967 -3.996
H -2.314 2.574 -3.873
C -1.339 0.801 -3.260
C -2.343 0.440 -2.222
H -2.551 -0.633 -2.142
H -3.278 0.946 -2.482
H -2.077 0.820 -1.215
C 2.187 -0.372 -4.330
H 2.118 -1.402 -4.690
H 2.672 -0.388 -3.343
H 2.877 0.164 -5.003
N -4.373 -0.212 2.460
C -3.671 -0.785 3.522
C -2.378 -0.856 3.120
N -2.275 -0.355 1.825
C -3.486 0.017 1.450
H -5.342 0.009 2.443
H -4.131 -1.068 4.453
H -1.515 -1.270 3.642
H -3.767 0.470 0.496
```

As for the HOMO energy (alpha / beta): -0.7 / 2.2 eV. The relative energy (zero: lowest compared OMol25 entry of this formula, charge and spin) comes out at 1.374 eV. The value obtained for the maximum force is 5.136 eV/A. As for the HOMO-LUMO gap (alpha / beta): 4.9 / 1.9 eV. Its charge is -2.

These are the Mulliken partial charges, in e, on atoms 1 to 8: number 1, Zn, carries 0.24; number 2, N, carries -0.32; number 3, N, carries -0.27; number 4, C, carries 0.65; number 5, C, carries 0.71; number 6, C, carries 0.47; number 7, C, carries -1.41; number 8, H, carries 0.38